Record 1
A structure of composition C43H45As2Cl3GeN3O4PbSi in a non-equilibrium geometry, computed with ωB97M-V with the def2-TZVPD basis set.

Each line ends with the Löwdin spin population.
Element x y z (Å)
C: 5.126 -0.284 -2.527  0.24
H: -3.495 4.502 -2.549  0.00
C: -2.539 2.725 -3.260  0.00
C: 3.042 2.109 1.180  0.00
C: -2.533 3.998 -2.477  0.00
O: 7.974 0.648 -4.427  0.12
C: 3.879 0.225 -2.103  0.04
H: 1.777 -0.220 7.149  0.00
Si: -0.998 -2.096 -3.127  0.00
H: -1.533 -3.020 4.991  0.00
H: -6.266 -0.745 -1.217  0.00
C: -3.103 -0.546 -0.042  0.00
C: 1.263 0.466 5.195  0.00
H: -3.402 -2.615 -2.639  0.00
Cl: 0.390 6.052 -3.099  0.00
H: -3.741 1.295 -6.067  0.00
H: -4.020 0.107 -1.845  0.00
H: 6.297 2.306 -4.357  0.00
C: -1.269 0.949 6.224  0.00
C: -0.281 -3.020 -1.630  0.00
H: 2.255 0.298 4.779  0.00
C: -2.345 -5.451 2.116  0.00
H: -1.698 -5.448 5.432  0.00
H: 3.544 -1.575 -1.035  0.01
C: -1.862 -5.065 4.434  0.00
N: -1.819 1.715 -2.784  0.00
C: -4.519 -1.653 1.531  0.00
C: -1.983 -3.199 2.905  0.00
H: 0.114 -3.982 -1.939  0.00
As: 0.681 1.080 2.455  0.00
H: 1.205 -1.315 3.087  0.00
Ge: 1.034 4.394 -1.542  0.00
C: -1.794 0.508 -3.404  0.00
H: -2.555 -6.133 1.303  0.00
C: -2.169 -5.941 3.401  0.00
N: 7.228 -0.056 -3.716  0.09
Cl: 0.057 5.393 0.394  0.00
N: -1.103 -0.431 -2.762  0.00
H: 1.890 -0.911 1.486  0.00
H: -2.302 3.802 -1.432  0.00
H: -0.343 -0.935 0.476  0.00
C: 4.454 3.840 2.043  0.00
H: 0.223 -3.651 -4.718  0.00
C: -0.271 0.409 7.040  0.00
C: 5.613 1.751 -3.730  0.00
H: 5.276 4.530 1.918  0.00
H: -3.150 -2.685 -4.371  0.00
Pb: 0.177 1.305 -1.312  0.00
H: -0.020 -2.494 1.245  0.00
H: -0.490 0.149 8.066  0.00
H: -2.411 -0.594 -5.148  0.00
C: -1.771 -3.707 4.184  0.00
C: -3.208 1.397 -5.130  0.00
H: 4.679 2.954 0.100  0.00
C: -0.545 1.782 1.200  0.00
O: 1.984 -0.365 -0.697  0.18
C: 4.419 2.273 -3.344  0.00
H: -1.034 -3.200 -0.872  0.00
C: 3.708 3.865 3.211  0.00
C: -3.267 2.603 -4.432  0.00
C: 3.090 -0.592 -1.262  0.23
C: 1.010 -0.821 2.125  0.00
C: -3.253 -1.181 1.183  0.00
C: -5.425 -0.875 -0.549  0.00
H: -2.142 -0.164 -0.356  0.00
C: -2.484 0.348 -4.628  0.00
O: 2.400 2.114 -2.210  -0.04
H: -2.253 1.134 6.634  0.00
C: -5.593 -1.513 0.671  0.00
C: 2.295 2.124 2.350  0.00
C: 4.121 2.962 1.025  0.00
H: -2.275 -6.999 3.596  0.00
H: -1.562 1.438 1.447  0.00
H: 4.122 3.268 -3.642  0.00
H: 3.949 4.567 3.998  0.00
C: -2.252 -4.097 1.871  0.00
H: 5.426 -1.274 -2.218  0.01
H: 2.761 1.443 0.377  0.00
C: 3.493 1.553 -2.525  -0.02
H: -0.173 -2.152 -5.540  0.00
C: 0.258 0.984 4.359  0.00
C: 5.989 0.455 -3.323  0.04
H: -0.511 2.875 1.291  0.00
H: -2.636 -4.020 -3.359  0.00
H: 0.527 -2.456 -1.184  0.00
H: 1.150 -2.201 -4.394  0.00
C: 0.149 -2.573 -4.592  0.00
Cl: 3.090 5.322 -1.216  0.00
H: -3.846 3.435 -4.804  0.00
C: -1.007 1.231 4.898  0.00
C: 2.627 3.014 3.364  0.00
C: -4.176 -0.394 -0.902  0.00
H: -4.649 -2.148 2.492  0.00
H: -1.767 4.671 -2.867  0.00
C: 0.998 0.186 6.517  0.00
H: -2.397 -3.716 0.867  0.00
C: -0.196 -1.432 1.437  0.00
As: -1.829 -1.266 2.544  0.00
H: 2.015 3.051 4.261  0.00
O: 7.560 -1.199 -3.345  0.06
H: -1.780 1.644 4.253  0.00
C: -2.709 -2.937 -3.412  0.00
H: -6.566 -1.896 0.957  0.00

Computed properties:
ΔE to the lowest compared entry with this formula, charge and spin: 0.983 eV
orbital gap (alpha / beta): 3.05 / 5.78 eV
charge: -2
LUMO (alpha / beta): 3.4 / 3.4 eV
<S²>: 0.801
multiplicity: 2


Record 2
A structure of composition C43H45AsCoN6OPSSe, computed with ωB97M-V with the def2-TZVPD basis set.

Each line ends with the Löwdin spin population.
Element x y z (Å)
H: -2.359 1.347 0.001  0.00
C: 2.744 4.488 0.398  0.00
H: -0.592 -4.173 3.513  0.00
C: 1.122 2.386 3.079  0.10
H: -0.439 1.291 -4.057  0.00
H: -0.449 4.600 0.423  0.00
C: -1.459 -5.762 2.368  0.00
H: -1.888 -3.165 -0.454  0.00
H: -4.229 1.641 1.424  0.00
H: -0.794 1.323 -5.802  0.00
H: 3.936 2.195 -0.587  0.00
C: -2.198 -5.196 0.148  0.00
C: -1.345 -2.710 -3.633  0.01
H: 5.038 6.241 2.078  0.00
H: 4.518 -0.162 -0.241  0.01
H: 0.720 3.121 3.760  0.01
Se: -0.100 2.309 -1.481  0.07
C: -2.034 -6.132 1.161  0.00
H: -0.939 -0.204 -4.895  0.00
C: 1.652 6.096 1.851  0.00
N: -2.171 0.388 0.299  -0.01
C: 2.968 1.103 2.221  0.05
H: 4.008 0.811 2.224  0.00
C: 3.247 2.689 -1.268  0.00
H: 3.639 -2.942 3.451  0.00
C: 2.738 -2.380 3.656  0.00
H: -2.429 3.638 -3.936  0.00
C: -0.023 -2.569 -3.215  0.00
H: -2.461 -2.061 4.173  0.00
H: -3.586 -0.553 -6.050  0.00
C: 2.639 -1.613 4.812  0.01
H: -0.858 -4.819 -6.236  0.00
H: 4.199 -1.402 0.965  0.01
Co: -0.261 -0.110 -0.045  1.66
H: 3.802 3.315 -1.965  0.00
C: 0.994 -3.245 -3.885  0.01
C: -3.924 -0.505 4.030  0.00
H: -2.675 3.483 -5.698  0.00
H: -3.436 0.978 -6.953  0.00
C: -1.062 0.876 -4.846  0.00
N: 0.536 4.430 0.297  0.01
C: -0.626 -4.187 -5.390  0.01
S: -3.751 0.633 -2.707  0.00
As: -2.909 1.276 -4.510  0.00
H: 3.012 7.281 2.984  0.00
H: 2.664 1.948 -1.812  0.00
H: 2.014 -3.133 -3.549  0.00
C: 1.593 5.080 0.910  0.00
H: -2.129 -2.174 -3.115  0.00
C: -1.641 -3.522 -4.718  0.00
C: 0.413 -0.951 4.184  0.01
C: -1.050 -4.454 2.573  0.01
N: 1.477 -1.575 -1.578  0.00
C: 1.481 -0.899 5.071  0.00
H: -2.670 -3.640 -5.033  0.00
C: -3.035 3.180 -4.718  0.00
H: -4.391 -0.754 4.970  0.00
H: -1.325 -6.495 3.151  0.00
C: 0.991 3.468 -0.533  0.01
H: -0.766 1.963 2.160  0.00
C: -1.785 -3.889 0.345  0.00
C: -2.220 -0.923 2.373  0.01
H: 1.400 -0.302 5.968  0.00
H: 3.793 -1.693 -0.734  0.00
C: 4.011 4.886 0.795  0.00
C: 2.914 6.492 2.253  0.00
C: 0.284 -1.701 -2.059  0.06
H: -4.874 0.675 -5.931  0.00
H: -2.348 -7.154 1.005  0.00
C: -1.218 -3.513 1.562  0.02
H: 4.904 4.427 0.399  0.00
N: 1.398 -0.772 -0.466  0.17
C: -4.408 0.549 3.265  0.00
H: -2.633 -5.486 -0.797  0.00
H: -5.252 1.126 3.610  0.00
C: 4.073 5.899 1.735  0.00
N: 0.738 0.835 1.313  0.16
C: 0.506 -1.717 3.030  0.01
C: 2.443 -0.401 0.277  0.16
H: 3.463 -1.577 5.511  0.00
H: -4.079 3.467 -4.588  0.00
H: -2.620 -0.183 -0.428  0.00
N: 2.335 3.509 -0.498  0.01
C: -3.800 0.517 -6.036  0.00
P: -0.755 -1.779 1.739  0.11
C: 3.814 -0.943 0.053  0.02
H: 1.766 -3.020 1.863  0.00
C: -2.840 -1.238 3.580  0.00
C: -2.744 0.109 1.601  0.00
C: 0.296 1.752 2.194  0.01
H: 3.169 2.505 3.795  0.00
C: 1.680 -2.427 2.766  0.01
H: 1.484 -4.569 -5.489  0.00
H: -0.482 -0.381 4.394  0.00
C: 2.499 2.037 3.089  0.06
O: -0.759 -1.073 -1.523  0.09
C: 0.691 -4.047 -4.971  0.00
C: -3.826 0.852 2.044  0.00
H: 0.761 6.555 2.253  0.00
C: 2.083 0.502 1.283  0.13

Computed properties:
ΔE to the lowest compared entry with this formula, charge and spin: 1.292 eV
orbital gap (alpha / beta): 5.59 / 6.99 eV
charge: +1
LUMO (alpha / beta): -2.4 / -3.2 eV
<S²>: 3.792
multiplicity: 4


Record 3
A structure of composition C43H46AsN4O2PSTi in a non-equilibrium geometry, computed with ωB97M-V with the def2-TZVPD basis set.

Each line ends with the Löwdin spin population.
Element x y z (Å)
C: 0.331 -3.161 2.499  0.00
C: -2.589 0.095 5.969  0.00
C: 0.846 -4.441 2.599  0.00
H: -1.493 -6.087 0.793  0.00
C: -1.681 -1.593 4.512  0.00
H: 4.059 -0.481 5.294  0.00
C: 2.158 0.124 -1.975  0.30
C: -1.736 5.586 2.730  0.00
C: -1.145 5.079 3.902  0.00
C: -0.270 4.516 -2.430  0.01
C: 4.047 -0.064 4.285  0.00
C: 3.640 1.693 1.749  0.00
C: -2.448 0.492 3.606  0.00
H: 0.579 -6.505 2.066  0.00
C: -2.802 0.922 4.872  0.00
C: -0.977 3.545 -1.709  0.00
H: 5.824 -1.296 -0.481  0.00
H: 2.581 -5.164 -1.804  0.01
H: 0.848 -2.322 2.951  0.00
H: 4.025 -3.839 -3.333  0.00
C: -4.511 -1.365 -1.011  0.00
As: 2.724 -0.062 1.598  0.01
H: -1.257 -2.579 4.381  0.00
N: -1.072 3.643 1.587  0.00
H: -6.353 -1.575 1.822  0.00
C: 2.326 -1.280 -1.844  0.02
N: 1.264 0.802 -1.239  0.11
O: 0.576 -1.471 -0.194  0.04
C: 3.333 -3.338 -2.669  -0.01
H: 4.711 1.530 1.874  0.00
H: 1.916 -0.249 3.995  0.00
H: 2.313 2.812 0.453  0.00
C: -5.625 -1.434 -0.199  0.00
H: 5.760 0.222 0.415  0.00
H: -2.319 -1.398 -2.288  0.00
Ti: 0.303 0.262 0.335  1.02
C: 0.180 -5.501 1.996  0.00
N: -2.129 -1.282 -1.309  0.00
H: -4.095 4.851 -2.020  0.00
H: -2.863 0.427 6.962  0.00
C: -0.987 -5.267 1.287  0.00
C: 1.494 -2.054 -0.980  0.08
H: -1.885 -1.817 6.632  0.00
H: -2.897 2.942 -0.976  0.00
H: -2.223 6.549 2.733  0.00
H: -3.249 1.899 5.007  0.00
C: -4.217 -1.460 1.733  0.00
H: 4.582 -0.107 -0.866  0.01
H: -4.108 -1.495 2.808  0.00
H: 4.019 1.021 4.377  0.00
C: -3.220 -1.343 -0.469  0.00
H: 3.896 3.560 0.675  0.00
C: -1.691 4.845 1.590  0.00
C: -2.033 -1.160 5.785  0.00
N: 0.845 2.014 -1.727  -0.02
H: -0.020 3.456 4.747  0.00
H: -1.257 -1.695 -1.005  0.00
C: 5.150 -0.554 -0.051  0.01
H: 3.846 -1.378 -3.357  0.00
C: -3.076 -1.363 0.936  0.00
C: 3.378 2.606 0.554  0.00
H: -6.613 -1.450 -0.641  0.00
C: -1.511 -3.982 1.199  0.00
C: -0.295 2.351 -1.193  0.07
C: -0.863 -2.921 1.818  0.00
H: -2.620 1.129 2.746  0.00
C: -0.495 3.867 3.868  0.00
H: -4.627 -1.337 -2.089  0.00
C: -0.436 3.134 2.679  0.01
P: -1.411 -1.182 1.688  0.03
H: 4.796 -1.532 1.843  0.00
H: 4.981 -0.342 3.794  0.00
H: 2.638 0.647 -2.798  0.02
H: 0.800 4.407 -2.531  0.00
H: -1.090 3.053 0.754  0.00
S: 0.359 1.639 2.512  0.01
C: -2.320 5.698 -2.871  0.02
H: 3.752 -2.092 0.534  0.00
C: -2.357 3.691 -1.544  0.02
H: -2.130 5.152 0.651  0.00
H: -1.195 5.642 4.823  0.00
C: 1.606 -3.441 -0.993  -0.01
H: 3.257 2.157 2.657  0.00
C: -1.878 -0.768 3.411  0.00
C: 4.224 -1.209 0.971  0.00
C: -3.021 4.759 -2.130  0.00
C: 2.517 -4.083 -1.820  0.10
C: -5.485 -1.503 1.180  0.00
H: -2.843 6.521 -3.341  0.00
H: -2.430 -3.812 0.651  0.00
H: 1.769 -4.617 3.137  0.00
H: 0.954 -4.010 -0.342  0.00
C: 2.837 -0.587 3.519  0.01
C: 3.234 -1.964 -2.680  0.08
H: 2.841 -1.680 3.531  0.00
O: -0.863 1.594 -0.264  0.03
H: -0.387 6.320 -3.569  0.00
C: -0.940 5.579 -3.005  0.00
H: 3.718 2.148 -0.375  0.00

Computed properties:
ΔE to the lowest compared entry with this formula, charge and spin: 1.387 eV
orbital gap (alpha / beta): 4.39 / 7.03 eV
LUMO (alpha / beta): -0.3 / -0.3 eV
<S²>: 2.039
multiplicity: 3


Number 1: DFT total energy -286870.2732 eV. Number 2: DFT total energy -240242.5820 eV. Number 3: DFT total energy -159473.0885 eV.